Formula: C9H16BBrClEuNO7P
Source: OMol25
Level of theory: ωB97M-V/def2-TZVPD

Energy above the lowest of the compared OMol25 structures with the same formula, charge and spin: 0.00 kcal/mol
LUMO (spin up / spin down): -0.3942 / -0.2906 Ha
Frontier orbital gap (spin up / spin down): 5.9 / 8.7 eV
Expectation value of S²: 12.247

```
! wB97M-V def2-TZVPD RIJCOSX def2/J DEFGRID3
* xyz 2 7
C -2.891 1.980 -1.342
C -1.564 1.356 -1.762
C -1.297 -0.002 -0.999
Cl -1.654 -1.270 -2.184
N 0.073 -0.035 -0.422
C 1.053 -0.800 -1.259
C 2.572 -0.584 -1.086
O 3.045 0.792 -1.187
C 2.925 1.323 -2.445
O 2.791 0.731 -3.456
C 0.154 -0.099 1.085
C 0.218 -1.485 1.703
B -1.122 -2.343 1.728
O -2.104 -2.289 0.766
O -1.217 -3.151 2.792
C -0.928 0.848 1.785
O -1.522 0.458 2.731
O -1.038 2.070 1.246
P 1.769 0.807 1.794
O 2.833 -0.253 2.266
Br 1.276 1.974 3.583
H -3.641 1.773 -2.091
H -2.788 3.043 -1.194
H -3.229 1.581 -0.397
H -0.760 2.074 -1.458
H -1.474 1.234 -2.830
H -2.101 -0.105 -0.292
H 0.892 -0.516 -2.289
H 0.883 -1.861 -1.142
H 2.944 -1.050 -0.187
H 3.015 -1.141 -1.900
H 2.908 2.425 -2.461
H 0.484 -1.380 2.748
H 1.034 -2.049 1.260
H -2.971 -2.049 1.119
H -2.052 -3.640 2.794
H 2.728 -0.495 3.204
Eu 0.760 2.129 -0.221
*
```

Formula: C10H39N2O8PS6Si2
Source: OMol25
Level of theory: ωB97M-V/def2-TZVPD

LUMO: 0.0203 Ha
Frontier orbital gap: 9.0 eV

```
! wB97M-V def2-TZVPD RIJCOSX def2/J DEFGRID3
* xyz 0 1
N -1.250 -0.222 0.937
P 0.058 0.051 1.772
O -0.067 1.328 2.843
O 1.314 0.444 0.782
Si 0.443 -1.757 3.008
S 1.568 -1.188 4.777
O 1.107 -3.058 2.159
Si 2.649 -2.803 1.454
N 3.509 -4.324 1.179
H -1.010 -0.114 -0.040
H -0.878 1.175 3.316
H 1.851 1.125 1.191
H -0.877 -2.199 3.496
H 1.603 -2.325 5.534
H 2.414 -2.156 0.150
H 3.381 -1.861 2.309
H 4.499 -4.158 1.274
H 3.378 -4.526 0.197
C 5.759 2.234 0.056
S 4.718 3.393 0.961
O 3.398 2.728 1.164
C 4.519 4.559 -0.393
H 5.974 1.391 0.710
H 5.234 1.884 -0.833
H 6.691 2.727 -0.221
H 4.078 4.055 -1.254
H 5.488 4.982 -0.655
H 3.859 5.356 -0.061
C 6.452 8.756 2.045
S 5.320 7.628 1.214
O 5.673 7.638 -0.235
C 3.854 8.655 1.413
H 7.450 8.327 2.001
H 6.445 9.722 1.539
H 6.149 8.869 3.086
H 4.020 9.627 0.949
H 3.636 8.772 2.474
H 3.021 8.154 0.924
C -1.083 -4.334 -3.068
S -0.350 -4.367 -1.424
O 0.659 -3.270 -1.375
C 0.556 -5.908 -1.657
H -1.667 -3.420 -3.159
H -0.298 -4.343 -3.826
H -1.739 -5.195 -3.192
H 1.234 -5.813 -2.507
H -0.150 -6.722 -1.823
H 1.129 -6.103 -0.752
C -4.987 -2.413 -5.114
S -4.321 -2.133 -3.463
O -4.866 -3.205 -2.580
C -5.262 -0.634 -3.133
H -4.558 -3.336 -5.500
H -6.072 -2.506 -5.062
H -4.707 -1.582 -5.762
H -6.328 -0.843 -3.212
H -4.971 0.139 -3.845
H -5.030 -0.305 -2.122
C -7.107 -2.149 2.382
S -6.719 -1.920 0.637
O -7.668 -0.897 0.106
C -7.313 -3.530 0.097
H -6.846 -1.234 2.909
H -8.172 -2.350 2.501
H -6.518 -2.977 2.777
H -8.365 -3.643 0.363
H -6.715 -4.311 0.565
H -7.197 -3.584 -0.984
*
```

Formula: C24H63CrO22S7
Source: OMol25
Level of theory: ωB97M-V/def2-TZVPD

Energy above the lowest of the compared OMol25 structures with the same formula, charge and spin: 0.00 kcal/mol
LUMO (spin up / spin down): -0.1331 / -0.1268 Ha
Frontier orbital gap (spin up / spin down): 8.1 / 8.6 eV
Expectation value of S²: 6.018

```
! wB97M-V def2-TZVPD RIJCOSX def2/J DEFGRID3
* xyz 1 5
Cr -2.338 -2.461 1.259
C -1.681 0.039 -1.428
C -0.592 -0.237 -0.389
C -0.058 1.074 0.173
O -1.093 -1.110 0.587
H -1.990 -0.905 -1.873
H -1.318 0.723 -2.203
H -2.486 0.595 -0.949
H 0.263 -0.764 -0.844
H 0.818 0.948 0.810
H -0.764 1.544 0.862
H 0.114 1.749 -0.666
O 3.692 0.393 4.630
S 3.565 0.025 3.265
O 3.867 0.925 2.192
O 4.483 -1.259 3.058
C 4.816 -1.701 1.727
C 6.008 -2.616 1.856
C 1.959 -0.656 2.966
H 5.042 -0.876 1.054
H 3.939 -2.259 1.384
H 6.839 -2.151 2.379
H 6.365 -2.977 0.888
H 5.708 -3.537 2.361
H 1.799 -1.539 3.579
H 1.912 -0.958 1.922
H 1.235 0.123 3.192
O -5.439 -1.436 -1.745
S -5.109 -1.028 -0.425
O -3.947 -1.579 0.220
O -4.898 0.540 -0.409
C -5.835 1.353 -1.153
C -5.072 2.551 -1.688
C -6.535 -1.219 0.636
H -6.626 1.687 -0.476
H -6.299 0.771 -1.948
H -4.303 2.178 -2.365
H -4.682 3.108 -0.839
H -5.688 3.211 -2.296
H -6.283 -1.829 1.500
H -7.294 -1.766 0.081
H -6.830 -0.213 0.911
O 4.547 6.173 2.251
S 3.476 7.035 1.865
O 3.469 7.775 0.651
O 2.120 6.190 1.856
C 1.999 5.031 2.702
C 2.168 3.776 1.884
C 3.142 8.136 3.218
H 0.962 5.117 3.037
H 2.602 5.042 3.610
H 1.661 3.812 0.917
H 1.671 2.922 2.359
H 3.209 3.517 1.707
H 3.015 7.481 4.078
H 2.293 8.774 2.994
H 4.001 8.788 3.369
O 2.215 -6.064 -3.443
S 1.954 -5.157 -4.512
O 1.078 -5.584 -5.551
O 1.319 -3.841 -3.837
C 0.791 -2.847 -4.725
C 0.676 -1.566 -3.915
C 3.494 -4.524 -5.149
H -0.140 -3.177 -5.177
H 1.518 -2.556 -5.489
H -0.043 -1.617 -3.093
H 0.426 -0.678 -4.492
H 1.650 -1.394 -3.449
H 4.114 -5.391 -5.357
H 3.880 -3.944 -4.313
H 3.314 -3.888 -6.009
O -3.534 0.371 4.825
S -3.687 0.288 3.414
O -3.370 -0.916 2.697
O -5.178 0.663 3.033
C -5.831 1.691 3.842
C -6.815 2.382 2.934
C -2.779 1.594 2.633
H -5.088 2.402 4.203
H -6.309 1.184 4.676
H -7.453 1.658 2.421
H -6.278 2.899 2.136
H -7.476 3.072 3.453
H -3.035 1.580 1.575
H -1.720 1.461 2.823
H -3.171 2.537 3.013
O 4.496 2.501 -2.855
S 3.582 2.857 -1.814
O 3.769 4.020 -1.025
O 2.113 2.931 -2.470
C 1.723 1.898 -3.381
C 0.648 2.431 -4.298
C 3.354 1.440 -0.756
H 1.336 1.065 -2.785
H 2.575 1.572 -3.978
H 0.966 3.394 -4.698
H -0.349 2.509 -3.861
H 0.479 1.799 -5.175
H 2.831 1.812 0.118
H 4.345 1.081 -0.491
H 2.811 0.670 -1.296
O -0.622 -3.987 1.069
S 0.807 -4.251 0.979
O 1.689 -3.727 1.956
O 1.020 -5.798 0.873
C 0.376 -6.563 -0.178
C -0.991 -7.038 0.282
C 1.331 -3.673 -0.609
H 0.977 -7.460 -0.301
H 0.314 -6.055 -1.137
H -1.428 -7.657 -0.505
H -1.693 -6.226 0.465
H -0.961 -7.639 1.190
H 2.352 -4.028 -0.742
H 1.290 -2.584 -0.566
H 0.738 -3.958 -1.473
*
```

Formula: C24H68BN5O8
Source: OMol25
Level of theory: ωB97M-V/def2-TZVPD

Energy above the lowest of the compared OMol25 structures with the same formula, charge and spin: 73.80 kcal/mol
LUMO: 0.0202 Ha
Frontier orbital gap: 8.7 eV

```
! wB97M-V def2-TZVPD RIJCOSX def2/J DEFGRID3
* xyz 0 1
N -0.962 -1.741 0.244
H -0.873 -1.672 -0.760
H -1.720 -1.226 0.669
H -0.025 -1.712 0.620
H -1.305 -2.684 0.359
B -1.829 -4.354 0.877
H -2.483 -3.989 0.100
H -2.270 -5.295 1.167
H -0.871 -4.644 0.475
H -1.831 -3.773 1.786
C -6.478 0.546 -0.012
O -5.275 0.232 -0.749
C -4.771 -1.107 -0.622
C -4.300 -1.326 0.840
N -3.242 -0.408 1.145
C -2.734 -0.349 2.513
C -3.746 0.203 3.584
O -4.289 1.470 3.181
C -3.585 2.516 3.732
H -6.837 1.551 -0.233
H -6.367 0.552 1.072
H -7.308 -0.099 -0.302
H -3.946 -1.334 -1.297
H -5.559 -1.771 -0.978
H -4.013 -2.332 1.144
H -5.083 -0.982 1.516
H -3.777 0.448 1.116
H -1.763 0.145 2.496
H -2.450 -1.347 2.848
H -3.259 0.229 4.558
H -4.569 -0.499 3.721
H -2.627 2.612 3.221
H -3.302 2.402 4.778
H -4.099 3.470 3.607
C -1.210 2.848 -2.315
O -1.115 1.690 -3.086
C -2.066 0.683 -2.664
C -1.976 -0.745 -3.300
N -0.834 -1.395 -2.598
C -0.771 -2.712 -3.165
C 0.289 -3.629 -2.450
O 1.503 -2.960 -2.589
C 2.075 -3.007 -3.940
H -1.017 2.694 -1.254
H -2.115 3.448 -2.416
H -0.552 3.598 -2.753
H -3.050 1.068 -2.934
H -2.077 0.628 -1.575
H -1.773 -0.472 -4.335
H -2.923 -1.264 -3.149
H -0.050 -0.979 -3.080
H -0.655 -2.814 -4.244
H -1.793 -3.056 -3.006
H 0.509 -4.643 -2.783
H 0.119 -3.785 -1.385
H 1.552 -2.277 -4.558
H 1.823 -3.958 -4.409
H 3.155 -2.920 -4.058
C 1.873 0.418 -2.092
O 2.663 1.599 -1.798
C 3.182 2.298 -2.936
C 4.087 3.451 -2.482
N 3.252 4.433 -1.878
C 3.952 5.450 -1.065
C 3.130 6.394 -0.150
O 2.377 5.653 0.743
C 3.057 4.975 1.772
H 2.411 -0.437 -2.503
H 1.020 0.614 -2.743
H 1.390 0.073 -1.178
H 2.418 2.682 -3.612
H 3.831 1.617 -3.487
H 4.622 3.814 -3.360
H 4.826 3.069 -1.778
H 2.607 4.022 -1.218
H 4.628 6.100 -1.620
H 4.630 4.882 -0.427
H 2.499 6.998 -0.802
H 3.728 7.143 0.370
H 2.744 3.945 1.600
H 2.733 5.317 2.754
H 4.143 5.016 1.678
C 5.216 -3.866 2.302
O 3.905 -3.935 1.789
C 2.918 -3.869 2.754
C 1.519 -3.498 2.067
N 1.570 -2.145 1.516
C 1.450 -1.167 2.629
C 1.686 0.264 2.181
O 0.551 0.652 1.413
C 0.469 2.037 1.250
H 5.459 -4.607 3.063
H 5.389 -2.913 2.802
H 5.932 -4.036 1.498
H 3.199 -3.151 3.524
H 2.855 -4.883 3.148
H 0.670 -3.585 2.744
H 1.291 -4.194 1.259
H 2.469 -2.029 1.070
H 2.074 -1.455 3.476
H 0.435 -1.271 3.012
H 2.651 0.313 1.676
H 1.796 0.842 3.098
H 1.086 2.324 0.398
H 0.707 2.668 2.106
H -0.593 2.205 1.072
*
```

Formula: C2H9N2O
Source: OMol25
Level of theory: ωB97M-V/def2-TZVPD

Energy above the lowest of the compared OMol25 structures with the same formula, charge and spin: 42.76 kcal/mol
LUMO: -0.1197 Ha
Frontier orbital gap: 9.5 eV

```
! wB97M-V def2-TZVPD RIJCOSX def2/J DEFGRID3
* xyz 1 1
C 0.942 -0.248 0.356
C 0.919 0.501 -0.759
N 2.091 0.953 -1.260
N -0.113 -1.034 0.963
H 1.983 -0.577 0.620
H 0.014 0.805 -1.257
H 2.344 1.520 -2.071
H 2.963 0.801 -0.756
H -1.026 -0.718 0.580
H -0.215 -0.788 1.968
H 0.044 -2.035 0.883
H -3.754 -0.302 0.501
H -3.259 1.016 0.043
O -2.933 0.104 0.191
*
```

Formula: CH24O15
Source: OMol25
Level of theory: ωB97M-V/def2-TZVPD

Energy above the lowest of the compared OMol25 structures with the same formula, charge and spin: 62.02 kcal/mol
LUMO: 0.1994 Ha
Frontier orbital gap: 9.2 eV

```
! wB97M-V def2-TZVPD RIJCOSX def2/J DEFGRID3
* xyz -2 1
C 0.057 -0.080 -0.010
O 0.272 1.303 -0.064
O -0.852 -0.508 0.780
O 0.753 -0.846 -0.749
O 1.193 0.855 -2.681
H 1.121 0.333 -1.876
H 1.999 0.603 -3.035
O 0.877 -1.881 2.194
H 1.085 -1.303 2.954
H 0.263 -1.358 1.634
O -2.315 1.680 1.169
H -1.734 0.937 1.116
H -2.946 1.568 1.883
O -1.564 1.886 -1.778
H -0.944 1.603 -1.116
H -2.132 1.199 -2.010
O -0.558 -1.507 -2.986
H -1.437 -1.368 -2.768
H -0.047 -1.056 -2.284
O 0.828 1.695 2.379
H 0.577 1.515 1.444
H 1.740 1.930 2.428
O -3.009 -1.417 -0.177
H -3.077 -0.853 -0.926
H -2.173 -1.170 0.234
O 2.884 0.778 0.314
H 1.924 0.851 0.113
H 3.010 -0.139 -0.064
O -0.140 -3.347 -0.577
H -0.830 -3.322 0.057
H 0.066 -2.423 -0.559
O 0.701 3.820 -0.245
H 0.429 2.915 -0.042
H 0.423 4.004 -1.153
O 3.097 -1.772 -0.438
H 3.500 -1.741 -1.290
H 2.185 -1.563 -0.644
O -1.626 -0.455 3.286
H -1.145 -0.494 2.472
H -2.453 -0.872 3.016
*
```

Formula: C30H47BrMgN4OP2
Source: OMol25
Level of theory: ωB97M-V/def2-TZVPD

LUMO (spin up / spin down): -0.2424 / -0.2424 Ha
Frontier orbital gap (spin up / spin down): 5.2 / 5.2 eV

```
! wB97M-V def2-TZVPD RIJCOSX def2/J DEFGRID3
* xyz 2 1
N 7.046 -2.196 3.246
C 6.021 -2.726 3.903
C 4.773 -2.932 3.307
C 4.601 -2.577 1.948
C 5.752 -2.106 1.250
C 6.936 -1.907 1.959
C 3.277 -2.519 1.344
Mg 1.463 -3.223 0.357
P -0.982 -2.613 -3.221
C 3.117 -2.083 -0.020
C 2.808 -0.721 -0.359
C 2.587 -0.364 -1.714
C 2.047 0.842 -2.037
C 1.341 1.627 -1.015
C 1.744 1.329 0.374
C 2.551 0.264 0.644
Br -0.669 1.276 -1.347
H 2.385 -2.432 2.012
H 3.452 -2.744 -0.844
H 3.956 -3.352 3.887
H 5.734 -1.837 0.191
H 6.203 -2.986 4.944
H 7.815 -1.496 1.462
H 2.808 -1.114 -2.480
H 2.995 0.149 1.638
H 1.982 1.206 -3.061
H 1.366 1.979 1.175
P 1.564 3.476 -1.325
C -0.313 -3.054 -1.578
C -0.361 -4.587 -1.538
H -0.980 -2.594 -0.825
H 0.720 -2.628 -1.527
H -0.280 -4.965 -0.509
H -1.314 -4.957 -1.947
H 0.451 -5.013 -2.143
C 0.182 -1.372 -3.896
C -0.227 -0.914 -5.294
H 1.178 -1.840 -3.912
H 0.171 -0.529 -3.187
H 0.609 -0.377 -5.752
H -0.482 -1.765 -5.938
H -1.083 -0.228 -5.259
C -2.393 -1.505 -2.830
C -3.632 -1.817 -3.672
H -2.066 -0.466 -2.991
H -2.619 -1.612 -1.759
H -4.383 -1.036 -3.514
H -3.423 -1.873 -4.746
H -4.082 -2.767 -3.367
C 0.119 4.224 -0.515
C 0.019 5.737 -0.569
H 0.095 3.880 0.531
H -0.759 3.769 -0.995
H 0.754 6.214 0.085
H 0.138 6.114 -1.588
H -0.980 6.018 -0.224
C 1.652 3.746 -3.109
C 3.075 3.701 -3.683
H 1.202 4.734 -3.299
H 1.005 2.998 -3.596
H 3.693 4.530 -3.315
H 3.582 2.753 -3.460
H 3.016 3.798 -4.773
C 3.058 4.109 -0.549
C 3.066 4.168 0.979
H 3.239 5.112 -0.977
H 3.892 3.467 -0.879
H 3.306 3.185 1.405
H 3.879 4.836 1.280
H 2.126 4.520 1.422
C -2.868 -4.167 1.531
N -1.914 -3.164 2.031
C -2.350 -2.020 2.632
C -1.446 -1.071 3.022
C -0.105 -1.244 2.654
N 0.225 -2.197 1.768
C -0.587 -3.301 1.771
O -0.060 -4.417 1.454
N 0.894 -0.536 3.206
H -2.980 -4.068 0.440
H -3.849 -4.002 1.984
H -2.501 -5.169 1.780
H -3.414 -1.974 2.838
H -1.719 -0.206 3.618
H 0.684 0.102 3.963
H 1.832 -0.911 3.139
*
```

| no. | electronic energy (hartree) |
| --- | --- |
| 1 | -5044.17604 |
| 2 | -4425.31202 |
| 3 | -6438.98387 |
| 4 | -1855.37998 |
| 5 | -266.08354 |
| 6 | -1181.16937 |
| 7 | -4921.86376 |